48
Properties=species:S:1:pos:R:3:forces:R:3:nbo_charge:R:1 method="wB97M-V/def2-TZVPD" smiles="CCSC(=O)N(CC)CC(=O)Nc1c(CC)cccc1CC" homo_energy_ev=-8.897 lumo_ev=0.64 energy_ev=-35963.220 multiplicity=1
C -4.34710 -2.59203 -1.05250 0.04 -0.02 0.04 -0.62
C -3.61287 -2.25080 0.22855 0.16 0.40 -0.11 -0.51
S -3.57666 -0.45363 0.52734 -0.14 -0.17 0.20 0.16
C -2.20025 -0.01652 -0.52770 -0.66 -0.37 0.37 0.56
O -1.56195 -0.88758 -1.09014 0.38 -0.26 -0.45 -0.69
N -1.94859 1.29463 -0.63301 0.24 0.22 -0.32 -0.44
C -2.64856 2.31700 0.11554 -0.13 0.19 0.45 -0.21
C -1.94480 2.66442 1.42314 -0.09 0.02 -0.20 -0.63
C -0.81339 1.70387 -1.44566 0.29 -0.04 -0.08 -0.31
C 0.52482 1.58156 -0.68823 -0.52 0.22 -0.42 0.67
O 1.11504 2.55006 -0.25951 0.18 0.24 0.13 -0.62
N 0.93860 0.30970 -0.57440 0.18 -0.66 0.05 -0.67
C 2.13532 -0.08215 0.09450 0.30 0.04 0.15 0.19
C 3.29896 -0.25734 -0.65357 -0.05 0.12 -0.02 -0.01
C 3.29647 -0.04637 -2.14134 -0.07 -0.13 -0.02 -0.42
C 2.78656 -1.29075 -2.87157 0.10 0.19 -0.02 -0.59
C 4.45377 -0.66507 -0.00071 0.00 -0.01 0.00 -0.22
C 4.45407 -0.88436 1.36416 0.04 -0.04 0.01 -0.19
C 3.29581 -0.69465 2.09432 -0.02 0.00 -0.01 -0.22
C 2.12294 -0.28781 1.47351 -0.04 0.11 -0.01 -0.01
C 0.86040 -0.11021 2.26832 -0.05 -0.14 -0.07 -0.41
C -0.03097 -1.35023 2.17485 0.04 0.15 0.10 -0.60
H -3.82368 -2.16943 -1.90734 0.00 0.00 -0.05 0.22
H -5.36172 -2.19985 -1.03073 -0.07 -0.01 -0.04 0.21
H -4.39061 -3.67251 -1.17332 -0.04 -0.12 -0.07 0.21
H -4.10687 -2.67255 1.10289 0.06 0.02 0.04 0.22
H -2.57487 -2.58003 0.19065 -0.08 -0.06 0.11 0.24
H -2.71666 3.20540 -0.51826 -0.09 -0.12 0.00 0.20
H -3.66193 1.96252 0.31966 0.05 0.17 -0.13 0.22
H -1.91734 1.79543 2.07609 0.02 -0.09 0.09 0.21
H -2.48506 3.45963 1.92878 -0.05 0.10 0.11 0.22
H -0.92872 3.00136 1.23138 0.09 0.04 0.03 0.23
H -0.95070 2.74631 -1.73472 0.06 -0.11 0.06 0.23
H -0.77978 1.07400 -2.33980 -0.03 0.10 0.07 0.23
H 0.33016 -0.42260 -0.92630 -0.07 0.20 -0.01 0.44
H 2.66682 0.80933 -2.39230 0.10 0.02 -0.02 0.21
H 4.31228 0.17250 -2.47514 -0.02 0.07 0.02 0.21
H 3.40978 -2.14945 -2.63131 0.02 -0.11 0.00 0.21
H 2.81211 -1.13425 -3.94757 -0.04 -0.06 -0.12 0.21
H 1.76403 -1.52007 -2.58131 -0.11 -0.06 0.01 0.20
H 5.36080 -0.80585 -0.57059 0.10 0.00 -0.07 0.21
H 5.36013 -1.19893 1.86066 0.08 -0.02 0.04 0.21
H 3.29770 -0.85916 3.16215 -0.01 0.00 0.12 0.21
H 0.31586 0.76056 1.90099 0.02 0.05 0.08 0.21
H 1.11479 0.06988 3.31442 0.01 0.08 -0.03 0.21
H 0.49290 -2.22206 2.56108 0.03 -0.10 0.03 0.21
H -0.94099 -1.20668 2.75404 -0.13 -0.05 0.02 0.21
H -0.30643 -1.55056 1.14244 -0.07 -0.05 -0.11 0.21